{"formula": "C40H40N11O4Tl", "method": "ωB97M-V/def2-TZVPD", "e_lumo_ev": -5.13, "gap_ev": 6.3, "mol_weight_g_mol": 943.2, "largest_force_ha_per_bohr": 0.0093, "de_lowest_kcal_mol": 0.65, "multiplicity": 1, "e_homo_ev": -11.44, "total_charge": 2, "total_energy_ha": -2623.70604, "symbols": ["Tl", "C", "C", "N", "N", "C", "O", "C", "C", "C", "C", "C", "C", "C", "C", "C", "C", "C", "N", "H", "H", "H", "H", "H", "H", "H", "H", "H", "H", "H", "H", "C", "O", "C", "C", "C", "C", "C", "C", "C", "N", "C", "C", "N", "C", "C", "C", "C", "N", "C", "C", "N", "C", "C", "C", "C", "H", "H", "H", "H", "H", "H", "H", "H", "H", "H", "H", "H", "H", "H", "N", "C", "C", "C", "C", "N", "C", "N", "N", "C", "O", "O", "H", "H", "H", "H", "H", "H", "H", "H", "H", "H", "H", "H", "H", "H"], "xyz": [[-0.7583, 1.3603, 0.1332], [-4.7730, 2.7945, -1.5921], [-3.6640, 2.0714, -0.8953], [-2.4313, 2.2444, -1.2088], [-2.0744, 3.0133, -2.2524], [-0.7363, 3.1405, -2.3258], [0.0927, 2.7524, -1.4410], [-0.2017, 3.7908, -3.5453], [1.1355, 3.5824, -3.8780], [1.6581, 4.1487, -5.0299], [0.8528, 4.9399, -5.8376], [-0.4769, 5.1597, -5.5003], [-1.0100, 4.5811, -4.3602], [-3.9245, 1.0298, 0.1343], [-5.2104, 0.6762, 0.5226], [-5.3856, -0.3592, 1.4274], [-4.2800, -1.0220, 1.9371], [-3.0288, -0.6064, 1.5216], [-2.8648, 0.3876, 0.6443], [-5.1586, 2.1971, -2.4233], [-5.6025, 3.0151, -0.9206], [-4.3925, 3.7230, -2.0098], [1.7536, 2.9752, -3.2290], [2.6927, 3.9773, -5.2959], [1.2638, 5.3918, -6.7315], [-1.0987, 5.7831, -6.1295], [-2.0470, 4.7370, -4.0948], [-6.0664, 1.1887, 0.1088], [-6.3848, -0.6519, 1.7254], [-4.3800, -1.8455, 2.6305], [-2.1265, -1.0691, 1.9033], [6.4864, -10.0577, -3.3301], [6.5973, -9.3381, -2.1033], [5.8280, -8.2485, -1.9371], [5.9452, -7.6021, -0.7031], [5.1997, -6.4755, -0.4441], [4.3209, -5.9618, -1.4022], [4.2090, -6.6134, -2.6233], [4.9522, -7.7492, -2.8994], [3.5229, -4.7586, -1.1663], [2.5680, -4.3086, -1.9533], [2.1095, -3.1761, -1.3453], [2.7824, -2.9210, -0.1764], [3.6917, -3.9464, -0.0716], [2.5353, -1.7742, 0.6362], [3.2486, -1.4162, 1.7904], [2.9475, -0.2483, 2.4389], [1.9084, 0.5517, 1.9578], [1.2024, 0.2166, 0.8875], [1.5091, -0.9136, 0.2155], [0.7715, -1.1902, -1.0027], [-0.1885, -0.3205, -1.3602], [-0.8241, -0.4634, -2.5108], [-0.5508, -1.5231, -3.3797], [0.3940, -2.4485, -3.0161], [1.0837, -2.2909, -1.8024], [7.1531, -10.9077, -3.2382], [6.7980, -9.4401, -4.1735], [5.4660, -10.4108, -3.4846], [6.6250, -8.0119, 0.0320], [5.2991, -6.0140, 0.5333], [3.5280, -6.2186, -3.3664], [4.8480, -8.2316, -3.8593], [4.3890, -4.0731, 0.6409], [4.0439, -2.0530, 2.1595], [3.4974, 0.0683, 3.3140], [1.6650, 1.4702, 2.4606], [-1.5785, 0.2791, -2.7511], [-1.0864, -1.6004, -4.3151], [0.6339, -3.2975, -3.6446], [-0.9582, 3.6436, 1.0072], [-0.6816, 3.7922, 2.4411], [-1.7535, 4.5990, 3.1858], [-3.2102, 4.1300, 3.0762], [-3.5474, 2.7201, 3.5902], [-2.7353, 2.2791, 4.7281], [-2.6349, 2.9205, 5.8855], [-3.6279, 3.7080, 6.3082], [-1.5287, 2.7630, 6.6096], [-0.5198, 2.4262, 3.1063], [-0.0842, 2.4036, 4.2627], [-0.9068, 1.3923, 2.4565], [-0.3663, 4.2122, 0.4119], [-1.9222, 3.8649, 0.7853], [0.2653, 4.3134, 2.5793], [-1.7211, 5.6267, 2.8180], [-1.4503, 4.6431, 4.2328], [-3.5696, 4.1796, 2.0425], [-3.8065, 4.8691, 3.6130], [-3.3674, 1.9748, 2.8202], [-4.6101, 2.6630, 3.8336], [-1.9425, 1.6907, 4.5011], [-4.5358, 3.6502, 5.8807], [-3.5685, 4.1787, 7.1951], [-0.6876, 2.4739, 6.1224], [-1.4331, 3.1935, 7.5133]], "atomic_forces_ev_per_a": [[0.25, 0.24, 0.30], [-0.04, -0.05, 0.06], [-0.05, 0.07, -0.16], [-0.17, -0.13, 0.00], [0.34, -0.01, 0.01], [-0.16, 0.22, -0.10], [0.14, -0.19, -0.17], [-0.01, -0.04, 0.12], [0.04, 0.05, -0.01], [-0.01, -0.02, 0.05], [0.00, 0.03, -0.01], [-0.03, 0.00, 0.01], [-0.02, -0.03, -0.04], [-0.01, -0.05, -0.06], [-0.10, 0.01, 0.00], [-0.08, -0.01, 0.02], [-0.01, 0.00, -0.02], [0.01, 0.17, -0.08], [0.03, -0.26, 0.18], [0.00, 0.00, 0.04], [0.03, -0.02, -0.01], [0.01, -0.02, -0.01], [-0.02, 0.02, -0.04], [-0.01, 0.01, 0.01], [-0.01, -0.02, 0.02], [0.01, -0.01, 0.01], [0.03, 0.00, -0.01], [0.01, -0.01, -0.01], [0.03, 0.01, -0.01], [0.00, 0.03, -0.01], [0.00, 0.03, -0.02], [0.02, 0.06, 0.09], [-0.05, -0.04, -0.06], [0.05, -0.06, -0.05], [0.00, 0.02, 0.03], [0.02, -0.01, 0.09], [-0.06, 0.18, 0.06], [-0.02, -0.06, -0.12], [-0.05, 0.06, 0.00], [0.09, -0.11, 0.03], [-0.06, 0.09, 0.04], [-0.14, -0.05, -0.27], [0.18, 0.01, 0.21], [0.01, 0.03, 0.05], [0.11, -0.14, -0.03], [0.08, -0.10, 0.03], [-0.02, 0.09, 0.03], [0.03, -0.27, -0.22], [0.18, 0.06, 0.16], [-0.14, 0.19, -0.02], [-0.01, 0.10, 0.03], [-0.34, -0.03, -0.25], [-0.05, -0.06, 0.04], [-0.01, 0.04, 0.00], [0.07, -0.09, 0.02], [0.01, -0.13, -0.15], [0.02, -0.01, 0.02], [0.01, 0.02, -0.02], [-0.02, -0.01, 0.01], [-0.02, 0.02, -0.01], [0.00, -0.01, -0.05], [0.03, -0.02, 0.02], [-0.01, 0.01, 0.00], [0.00, -0.01, -0.01], [-0.02, 0.03, -0.02], [-0.02, -0.02, -0.01], [-0.11, 0.10, 0.07], [0.04, -0.02, 0.01], [0.00, 0.01, 0.01], [-0.01, 0.03, 0.02], [0.06, 0.00, 0.19], [-0.07, 0.02, -0.15], [-0.06, 0.08, -0.03], [0.00, 0.01, -0.01], [0.08, 0.00, 0.16], [-0.40, -0.08, -0.06], [0.14, -0.01, 0.12], [-0.04, 0.05, 0.03], [-0.13, 0.07, 0.10], [0.23, -0.28, -0.31], [0.22, -0.03, -0.19], [0.16, 0.22, 0.30], [0.03, 0.03, 0.05], [-0.01, 0.07, -0.06], [0.05, 0.01, -0.07], [0.03, 0.00, 0.01], [-0.01, 0.01, 0.00], [0.01, 0.04, 0.01], [-0.03, 0.01, 0.00], [-0.01, -0.02, -0.02], [-0.02, -0.04, 0.02], [-0.16, -0.03, 0.15], [-0.01, -0.03, 0.02], [0.02, 0.02, -0.02], [0.00, -0.03, -0.09], [-0.06, -0.03, 0.02]], "mulliken_charge": [2.906, -1.915, 0.280, 0.961, -1.716, 0.339, -0.828, 0.531, -0.362, -0.784, -0.392, -0.767, -0.240, 1.051, -1.006, -0.682, -0.934, -0.158, 0.152, 0.305, 0.539, 0.401, 0.430, 0.412, 0.405, 0.405, 0.463, 0.459, 0.469, 0.491, 0.478, -0.850, -0.453, 0.929, -0.749, -0.497, 0.262, -0.807, -0.461, 0.336, -0.819, 1.016, 0.018, -0.095, -0.075, -0.442, -1.255, -0.217, -0.183, 0.438, -0.050, 0.031, -0.054, -1.227, -0.544, 0.013, 0.242, 0.352, 0.351, 0.432, 0.240, 0.440, 0.410, 0.193, 0.482, 0.481, 0.564, 0.485, 0.491, 0.628, -0.450, 0.408, -1.196, -0.682, 0.385, -0.019, 0.649, -0.342, -0.340, -0.111, -0.802, -0.709, 0.375, 0.124, 0.412, 0.447, 0.366, 0.574, 0.395, -0.901, 0.520, 0.260, 0.198, 0.219, 0.245, 0.225]}